DFT (wB97M-V/def2-TZVPD) results for C42H51InN6O4Sb as an isolated structure.

The geometry in XYZ format:
```
105
Properties=species:S:1:pos:R:3
C 0.72 5.61 -2.66
C 1.37 4.44 3.04
In -0.70 -0.44 -0.14
C 0.11 5.80 -1.43
H 3.78 -1.20 -2.76
C 1.33 4.40 -2.96
N 2.25 -1.05 -0.64
H -5.82 -0.35 -1.61
H -2.38 -1.06 4.58
C -4.86 -0.62 1.64
O -0.26 -1.29 -2.02
H 2.09 3.77 3.51
H -4.79 -0.74 5.03
N 1.33 -1.51 0.35
C -0.92 -5.70 -3.75
C 1.35 3.35 -2.05
H -2.26 -4.85 -5.20
N -1.66 -4.04 -2.12
Sb 0.64 2.02 0.64
H -2.19 1.73 1.56
H 0.35 -4.47 -2.47
H 5.73 3.01 0.54
C -5.19 -0.46 -0.73
C 4.95 2.53 1.12
O -1.39 1.07 -1.51
H -6.79 -0.39 0.69
C -2.59 -0.95 2.47
C -3.80 -0.53 -0.89
H 3.40 3.09 -0.24
H -4.33 -5.11 -3.89
H -0.91 -6.51 -3.02
H 1.79 4.26 -3.93
H 5.30 -1.57 -1.93
H -0.38 4.90 0.45
H 1.33 1.39 4.05
H -3.47 -6.02 -2.66
C -0.50 2.91 2.20
C 0.12 4.76 -0.51
C -2.66 2.90 3.29
H -3.35 -0.44 -1.87
H 1.29 1.49 -3.11
C -3.01 -3.93 -2.70
C -1.20 0.81 -2.78
H -0.55 5.06 4.80
H 2.83 -3.40 -1.89
C -5.72 -0.48 0.53
C 1.86 0.65 3.45
H -6.38 -0.51 3.17
C 3.64 2.56 0.67
H -2.84 4.20 4.98
H 2.29 -0.09 4.13
C -3.48 -0.76 1.39
H -3.71 -3.69 -1.90
C 2.93 1.29 2.61
C 3.55 -1.76 -0.67
C -4.44 -0.75 4.01
C 4.25 1.27 3.04
C -0.03 3.87 3.10
H 1.11 0.16 2.83
H 4.46 -0.04 -1.61
H 2.85 -3.77 -0.15
C -0.57 -4.39 -3.05
H -0.37 6.73 -1.19
C -1.40 -3.59 -0.94
H 1.70 4.59 2.01
H -0.15 -5.91 -4.49
C 4.32 -1.10 -1.81
H 2.23 1.41 -1.61
C -2.29 -5.61 -4.42
N -1.21 -1.14 2.14
C -0.78 -0.67 -3.06
C -3.06 -0.93 3.75
C 3.37 -3.25 -0.96
H -2.54 -6.55 -4.89
O -1.35 1.59 -3.69
H -3.68 2.53 3.34
H 4.37 -0.47 0.86
H -0.47 -3.57 -3.76
H 1.42 5.39 3.55
H 2.89 2.22 -3.03
C 1.97 2.05 -2.46
H 1.77 -1.16 -1.53
H -0.63 -0.88 2.93
C 4.28 -1.54 0.64
H 4.35 -3.74 -1.05
H -3.00 -3.10 -3.42
H -1.05 -2.12 1.92
C 0.74 3.56 -0.81
C -5.32 -0.62 2.98
C -0.90 4.32 4.09
N -1.17 -3.19 0.14
H 1.69 -1.21 1.26
H 1.23 -2.52 0.36
N -2.98 -0.68 0.13
H 3.78 -2.02 1.48
H 5.28 -1.96 0.59
C 2.63 1.95 1.41
C -3.37 -5.23 -3.40
C -2.19 3.83 4.20
C -1.81 2.44 2.29
C 5.26 1.88 2.31
H 0.72 6.41 -3.39
H 6.28 1.85 2.66
H 4.50 0.77 3.97
O -0.98 -1.19 -4.13
```

Output
Charge: +1
Gap between HOMO and LUMO in Eh: 0.28761
LUMO in eV: -3.1
Calculated total energy in Eh: -2690.82164
Molecular weight in g mol⁻¹: 940.49

Results of the Mulliken charge analysis, in e, for atoms 1 through 8:
1 C -0.900
2 C -1.097
3 In 2.156
4 C -0.880
5 H 0.387
6 C -0.681
7 N 0.268
8 H 0.538